[1]
14
Properties=species:S:1:pos:R:3:mulliken_charge:R:1 method="wB97M-V/def2-TZVPD" lumo_ev=-0.679 orbital_gap_ev=8.94 total_energy_ev=-8832.645 molar_mass_g_mol=97.12 relative_energy_kcal_mol=82.1 e_homo_ev=-9.61
C -1.41554 -0.44767 1.46205 -1.312
C -0.18978 -0.73865 0.59589 -0.163
C 1.19204 0.06433 -1.74954 -0.288
C 0.75598 0.46290 0.51040 -0.326
O 0.91103 0.95506 -0.85574 -0.143
C 1.12772 0.71448 -3.05286 0.400
N 1.00573 1.04086 -4.16025 -0.352
H -1.13038 -0.15227 2.47951 0.338
H -2.05784 -1.33016 1.54057 0.357
H -2.01555 0.36303 1.03009 0.361
H 0.35176 -1.61714 0.96468 0.313
H -0.49793 -0.99248 -0.42451 0.248
H 0.35207 1.33325 1.03284 0.314
H 1.75688 0.25167 0.89141 0.255



[2]
41
Properties=species:S:1:pos:R:3:mulliken_charge:R:1 method="wB97M-V/def2-TZVPD" s_squared=0.7553 lumo_ev="-0.064 / -7.219" orbital_gap_ev="11.47 / 4.10" multiplicity=2 total_energy_ev=-25693.984 molar_mass_g_mol=231.02 relative_energy_kcal_mol=0.9 e_homo_ev="-11.53 / -11.32"
B -0.40445 0.12765 -0.20902 1.174
H -0.40119 -0.42724 -1.13440 -0.079
H 0.16986 -0.40015 0.53653 -0.607
H 0.00215 1.10623 -0.41221 -0.403
H -1.39822 0.27005 0.18645 -0.391
O 3.10557 1.44800 1.53775 -0.618
H 2.78070 2.32698 1.73293 0.314
H 2.50746 1.11405 0.86919 0.276
O -2.64651 -1.90917 -1.26255 -0.565
H -2.25603 -1.03836 -1.18876 0.393
H -1.91757 -2.47905 -1.50773 0.453
O -0.96167 2.20237 1.48909 -0.593
H -1.34412 1.79980 2.26877 0.304
H -0.72940 1.46336 0.92683 0.453
O 3.41975 -1.82308 0.19272 -0.589
H 3.69692 -2.48503 -0.44072 0.283
H 2.78979 -1.28310 -0.28456 0.340
O -2.65981 1.39627 -1.49516 -0.605
H -2.02316 1.02614 -0.88367 0.668
H -3.50411 1.05865 -1.19616 0.403
O -0.01376 -2.65866 -1.90154 -0.802
H 0.08522 -1.72621 -1.70929 0.281
H 0.08200 -3.09024 -1.05254 0.376
O 0.90059 2.76316 -2.00789 -0.670
H 0.77084 1.95069 -1.51873 0.230
H 0.74392 3.45673 -1.36707 0.343
O -0.46853 -3.32346 0.80044 -0.652
H -0.03093 -2.82485 1.49046 0.325
H -1.40174 -3.22982 0.99170 0.315
O -1.77057 4.17890 -0.53798 -0.564
H -2.22194 4.75735 0.07675 0.298
H -1.95284 3.29642 -0.21511 0.296
O 2.70868 -0.04734 -1.72254 -0.586
H 3.25616 -0.49079 -2.37050 0.285
H 1.95654 0.27124 -2.22155 0.240
O 1.34531 -1.35613 2.42020 -0.603
H 2.23795 -1.02186 2.50786 0.360
H 1.20360 -1.41719 1.47552 0.010
O -2.21186 -1.20466 2.42059 -0.673
H -1.89164 -0.77095 1.62965 0.259
H -1.55314 -1.00668 3.08628 0.320



[3]
78
Properties=species:S:1:pos:R:3:mulliken_charge:R:1 method="wB97M-V/def2-TZVPD" lumo_ev=4.000 orbital_gap_ev=5.72 total_charge=-2 total_energy_ev=-68187.123 molar_mass_g_mol=733.01 relative_energy_kcal_mol=0.0 e_homo_ev=-1.72
Ag -0.96799 -1.02575 0.16753 0.746
O 0.21542 -1.89338 1.89492 -1.323
C 1.06328 -1.05712 2.54330 3.398
C 0.54796 0.44235 2.61296 -1.908
C 0.87075 1.32888 1.43972 0.318
C 1.70177 2.43908 1.57324 -0.875
C 1.93503 3.23727 0.46676 -0.878
C 1.33176 2.91878 -0.73642 -0.469
C 0.50810 1.79562 -0.80361 0.165
C -0.24453 1.46059 -2.06496 -2.425
C -0.08206 0.03968 -2.71689 3.012
O -0.73694 -0.95085 -2.07184 -1.314
C 1.41036 -0.31215 -2.91686 -0.032
C 2.43733 0.61711 -3.03235 0.214
C 3.74607 0.21831 -3.29843 -1.078
C 4.04603 -1.12415 -3.46355 -0.365
C 3.02915 -2.06732 -3.32205 -0.863
C 1.73558 -1.66425 -3.03292 -0.219
C -0.69300 0.22648 -4.14391 -0.378
C -0.06754 0.91167 -5.18426 -0.064
C -0.68546 1.06124 -6.42098 -0.887
C -1.95025 0.52784 -6.63786 -0.366
C -2.58291 -0.15411 -5.60402 -0.681
C -1.95666 -0.30581 -4.37249 -0.650
N 0.30666 1.03385 0.26801 1.589
C 2.46673 -1.01029 1.90842 -0.844
C 3.49050 -0.20682 2.40864 0.189
C 4.73185 -0.15426 1.78905 -1.072
C 4.96276 -0.89548 0.63563 -0.554
C 3.94085 -1.68083 0.11695 -0.685
C 2.70376 -1.73638 0.74962 -0.376
C 1.13990 -1.55159 4.01332 -0.451
C -0.06097 -1.56558 4.72967 -0.569
C -0.11838 -2.03384 6.03106 -0.695
C 1.02684 -2.52929 6.65294 -0.369
C 2.21754 -2.54757 5.94625 -0.827
C 2.27271 -2.05830 4.64079 -0.072
H 0.92808 0.92386 3.51882 0.354
H -0.54184 0.36994 2.68748 0.380
H 2.15968 2.66022 2.52956 0.423
H 2.58006 4.10614 0.54368 0.362
H 1.48121 3.53324 -1.61643 0.465
H -0.01246 2.23296 -2.80463 0.480
H -1.31209 1.53821 -1.83012 0.437
H 2.22828 1.67469 -2.90946 0.406
H 4.53180 0.96298 -3.36195 0.362
H 5.06572 -1.43764 -3.65867 0.367
H 3.25518 -3.12436 -3.41704 0.318
H 0.93482 -2.37730 -2.87924 0.393
H 0.92467 1.32290 -5.03264 0.311
H -0.17432 1.58797 -7.22009 0.368
H -2.43397 0.63856 -7.60206 0.354
H -3.57107 -0.57331 -5.76050 0.361
H -2.41021 -0.84830 -3.55162 0.389
H 3.31701 0.38689 3.30213 0.566
H 5.51405 0.47772 2.19631 0.346
H 5.92040 -0.83644 0.13029 0.379
H 4.09514 -2.22639 -0.80509 0.488
H 1.87672 -2.31878 0.36064 0.391
H -0.96116 -1.23017 4.22802 0.497
H -1.06424 -2.03028 6.56184 0.358
H 0.98117 -2.91284 7.66604 0.348
H 3.11351 -2.95268 6.40475 0.366
H 3.21147 -2.09161 4.10465 0.366
Cl -9.47964 0.66445 2.02496 -0.276
C -7.76393 0.78386 1.64145 0.474
C -6.88949 -0.16038 2.14942 -0.618
C -5.53691 -0.05234 1.84554 -0.214
C -5.06094 0.98311 1.05233 -0.244
C -5.96475 1.91080 0.55008 -0.102
C -7.32155 1.82089 0.83815 -0.604
C -3.55678 1.09656 0.73017 0.272
O -3.22913 2.05351 0.01033 -0.745
O -2.84527 0.20391 1.24996 -0.583
H -7.26547 -0.96556 2.76742 0.383
H -4.81632 -0.76992 2.21708 0.454
H -5.56831 2.70305 -0.07273 0.441
H -8.03109 2.53822 0.44579 0.382



[4]
66
Properties=species:S:1:pos:R:3:mulliken_charge:R:1 method="wB97M-V/def2-TZVPD" s_squared=2.0020 lumo_ev="-8.508 / -8.204" orbital_gap_ev="7.80 / 8.10" multiplicity=3 total_charge=+3 total_energy_ev=-56013.135 molar_mass_g_mol=606.47 e_homo_ev="-16.31 / -16.31"
Pr -0.16128 -0.35303 0.65629 1.243
C 0.59504 1.11053 3.46439 -1.041
N -0.73727 0.69372 2.94884 -0.236
C -1.76836 1.74057 2.69131 -0.969
C -2.37651 1.72188 1.34315 0.299
N -1.91499 1.20183 0.23575 0.186
C -2.87668 1.49716 -0.73096 0.563
C -2.91349 1.12998 -2.06406 -0.765
C -4.08745 1.46340 -2.74202 -0.760
C -5.06810 2.32407 -2.16905 -0.406
C -4.97779 2.74297 -0.85488 -1.111
C -3.89713 2.21248 -0.18208 0.771
N -3.58343 2.27499 1.21589 -0.045
C 1.35201 1.85277 2.41117 0.472
N 0.98854 1.83903 1.14215 0.164
C 1.87139 2.70511 0.46061 0.077
C 1.98212 2.94631 -0.89127 -0.375
C 3.01176 3.69854 -1.29338 -0.749
C 3.98639 4.18691 -0.36094 -0.663
C 3.83726 4.00449 0.99106 -0.913
C 2.78796 3.21325 1.39337 0.670
N 2.35261 2.71822 2.62341 -0.081
H 1.18056 0.20270 3.76852 0.385
H 0.50600 1.79607 4.33510 0.464
H -1.16883 -0.01094 3.56688 0.376
H -1.22416 2.67491 2.75333 0.311
H -2.51886 1.76964 3.49311 0.592
H -2.12928 0.61694 -2.60988 0.446
H -4.14756 1.17924 -3.81259 0.381
H -5.95861 2.65801 -2.74312 0.386
H -5.79039 3.28274 -0.35038 0.392
H -4.15429 2.72539 1.91291 0.258
H 1.21206 2.49787 -1.56164 0.382
H 3.10133 4.03129 -2.32628 0.459
H 4.78328 4.85207 -0.62346 0.499
H 4.52339 4.33155 1.76539 0.439
H 2.87270 2.86678 3.49355 0.299
C -2.59148 -5.46886 -0.52565 -0.849
N -2.50197 -4.16444 0.19168 0.093
C -3.67810 -3.79770 1.03169 -0.917
C -1.46068 -3.37006 0.10035 0.739
O -1.40666 -2.30061 0.78940 -0.679
C -0.35758 -3.61261 -0.93918 -0.934
O 0.43252 -2.44097 -0.89197 -0.369
C 1.78131 -2.66301 -1.36221 -0.857
C 2.63908 -1.36208 -0.88293 0.591
O 2.07497 -0.54160 -0.09401 -0.567
N 3.82088 -1.14448 -1.42281 0.074
C 4.57048 -2.24355 -2.11991 -0.902
C 4.61977 0.02925 -1.04328 -0.738
H -3.28020 -5.36873 -1.43352 0.316
H -3.03495 -6.15568 0.25853 0.311
H -1.61497 -5.77809 -0.92476 0.355
H -3.35422 -2.93441 1.58363 0.239
H -3.95644 -4.56186 1.69939 0.362
H -4.49107 -3.39804 0.41746 0.354
H -0.79189 -3.72724 -1.91223 0.516
H 0.30243 -4.42038 -0.73349 0.610
H 1.82532 -2.86748 -2.44655 0.400
H 2.25338 -3.51266 -0.85594 0.632
H 3.94446 -2.94739 -2.70038 0.335
H 5.14866 -2.73791 -1.31809 0.366
H 5.26699 -1.79143 -2.85175 0.321
H 4.01114 0.70417 -0.44247 0.088
H 4.85672 0.56096 -1.98455 0.342
H 5.48213 -0.38254 -0.53665 0.368



[5]
67
Properties=species:S:1:pos:R:3:mulliken_charge:R:1 method="wB97M-V/def2-TZVPD" lumo_ev=1.968 orbital_gap_ev=6.32 total_charge=-1 total_energy_ev=-37381.254 molar_mass_g_mol=399.31 e_homo_ev=-4.35
C 9.80324 2.88387 -3.27978 -1.153
C 8.84766 3.09804 -4.45852 -0.279
C 7.54997 2.25928 -4.39070 -0.537
O 6.39629 3.03161 -4.56129 -0.605
B 5.86298 3.63056 -3.36462 1.368
O 4.89521 2.74534 -2.63634 -0.808
C 4.27489 3.64090 -1.75826 0.124
C 4.34336 5.03554 -2.46472 -0.412
O 5.02370 4.81974 -3.66744 -0.684
H 9.24312 2.66579 -2.37108 0.319
H 10.50386 2.06528 -3.46008 0.322
H 10.40623 3.77408 -3.09053 0.304
H 8.53494 4.13932 -4.49456 0.231
H 9.37592 2.88454 -5.39183 0.375
H 7.55545 1.49889 -5.18288 0.243
H 7.52625 1.71829 -3.43368 0.257
H 6.77751 3.96322 -2.54185 -0.400
H 3.25041 3.30616 -1.54827 -0.298
H 4.81901 3.68914 -0.80089 0.203
H 3.35315 5.46405 -2.66755 0.244
H 4.89435 5.73459 -1.81357 0.214
C 1.40544 0.98483 -2.29571 -0.858
O 0.74346 1.23141 -1.06910 -0.242
C -0.24307 2.22985 -1.19696 -0.496
C -1.13136 2.25915 0.02618 -0.522
O -2.12072 1.23571 0.04791 -0.447
C -1.68128 -0.05217 0.44169 -0.333
C -1.57184 -0.22581 1.94085 -0.466
O -0.37367 0.33489 2.43490 -0.297
C -0.38652 0.47724 3.83220 -0.758
H 1.88018 1.89092 -2.68401 0.359
H 2.18147 0.24684 -2.10924 0.234
H 0.70276 0.59682 -3.04369 0.311
H -0.85976 2.04654 -2.08798 0.328
H 0.23379 3.21407 -1.31150 0.433
H -1.69269 3.19535 0.01101 0.373
H -0.51898 2.23327 0.93048 0.242
H -0.73428 -0.31465 -0.03543 0.218
H -2.45349 -0.74093 0.08957 0.387
H -1.59240 -1.30163 2.17567 0.339
H -2.44031 0.24708 2.42186 0.363
H -1.19099 1.14854 4.15814 0.314
H 0.57189 0.89935 4.12735 0.268
H -0.51844 -0.49025 4.33516 0.273
C -3.73968 -2.44897 4.66030 -0.713
O -4.80808 -2.88195 3.85173 -0.326
C -4.98558 -2.05392 2.71589 -0.083
C -5.86119 -2.73301 1.68766 -0.559
O -5.17631 -3.69631 0.90249 -0.422
C -4.97411 -4.96951 1.49153 -0.429
C -6.18245 -5.87625 1.41537 -0.591
O -7.12780 -5.54243 2.41370 -0.247
C -8.37517 -6.15209 2.19017 -0.764
H -3.89735 -1.42532 5.02241 0.296
H -3.68218 -3.12059 5.51476 0.313
H -2.78928 -2.47848 4.11500 0.242
H -4.01321 -1.82232 2.26354 -0.138
H -5.45534 -1.10861 3.02280 0.479
H -6.18979 -1.96972 0.97980 0.429
H -6.74149 -3.16482 2.16999 0.231
H -4.63654 -4.88100 2.52686 0.235
H -4.17897 -5.43333 0.90446 0.379
H -5.85493 -6.91745 1.55001 0.425
H -6.63682 -5.78660 0.41973 0.344
H -8.81318 -5.82764 1.23863 0.315
H -9.03454 -5.85819 3.00455 0.228
H -8.29269 -7.24614 2.17772 0.306



[6]
15
Properties=species:S:1:pos:R:3:mulliken_charge:R:1 method="wB97M-V/def2-TZVPD" lumo_ev=-0.999 orbital_gap_ev=8.36 total_energy_ev=-16048.461 molar_mass_g_mol=94.18 relative_energy_kcal_mol=73.3 e_homo_ev=-9.36
S -0.44221 -0.24332 2.44383 -0.379
H -1.41001 0.59372 1.98658 0.177
N 1.21965 0.81992 0.11560 -0.709
C 0.60197 -0.24116 -0.66550 -0.175
C -0.08533 0.37459 -1.88680 -0.461
N -0.54427 -0.73828 -2.71624 -0.574
H 1.41733 0.39375 1.02564 0.288
H 0.51033 1.45884 0.44301 0.230
H -0.05828 1.45299 1.89014 0.121
H 1.43932 -0.91907 -1.09602 0.272
H -0.13339 -0.87541 -0.10396 0.223
H -0.82314 1.13828 -1.53434 0.249
H 0.59530 0.99971 -2.50124 0.288
H -1.19636 -1.33593 -2.19534 0.219
H -1.09313 -0.38584 -3.49750 0.233